Below is a structure of composition C30H30N6P2Tl in a non-equilibrium geometry, with properties calculated with ωB97M-V with the def2-TZVPD basis set.

```
69
Properties=species:S:1:pos:R:3:forces:R:3
Tl 0.62939 -0.45710 -0.74768 -0.1632 0.1889 0.6453
P -1.99355 -0.99424 -0.81542 1.0903 0.6113 -0.2147
P 3.24399 1.32695 1.12748 0.0788 -0.1383 -0.0852
N 0.99403 -0.32698 1.57559 -0.0783 -0.1184 -0.1779
N 1.31407 1.77803 -0.88500 -0.2662 -0.1872 -0.1522
N 2.87422 -0.78506 -0.77342 -0.3576 -0.0636 -0.1545
N 2.28663 3.60752 -0.17634 -0.0352 0.0271 0.0025
N 4.96528 -0.36047 -0.30224 -0.0521 0.0122 -0.0036
N 2.09033 0.19787 3.40109 -0.0301 -0.0050 0.0379
C 3.68839 -0.00354 -0.05148 0.1827 -0.0676 -0.0313
C 1.09214 -0.65986 3.76856 0.0752 0.0352 0.0174
C 0.86252 2.82534 -1.64584 -0.0645 -0.1002 0.0131
C -3.07574 -4.91601 1.13041 -0.0022 -0.0015 0.0253
C -3.84130 2.47088 1.49337 0.0304 0.0431 -0.0238
C 4.95904 -1.38676 -1.20579 0.0552 0.0122 0.0025
C 1.46248 3.96696 -1.20689 0.0777 0.0049 0.0098
C -3.97693 0.27542 0.52273 0.0487 0.0743 -0.0745
C -1.54506 -0.45272 -3.52240 -0.0929 -0.0469 0.0470
C -2.40853 -0.92534 -2.53647 -0.1456 -0.1668 -0.0007
C -2.43025 -3.68229 -0.82414 -0.0379 0.1386 0.0399
C -3.02767 -3.75996 1.90691 0.0759 -0.0250 0.0146
C -3.74036 -1.24057 -2.84168 0.0952 0.1089 -0.1401
C -2.66840 -2.55726 1.33101 -0.0523 -0.0414 -0.1533
C -2.01561 -0.25978 -4.80970 0.0430 0.0168 -0.0236
C 3.07624 0.78711 4.31862 0.0343 0.0130 -0.0399
C 2.17492 2.27217 0.00063 0.1659 0.2154 -0.0472
C -4.20113 -1.02558 -4.13005 -0.0577 -0.0519 0.0499
C -2.63610 0.38068 0.12390 -0.1349 -0.0979 0.1483
C -2.51197 2.57344 1.10486 0.0087 -0.0349 -0.0037
C 6.17413 0.22659 0.29477 -0.0016 0.0317 0.0561
C -4.57308 1.33007 1.19201 -0.0686 -0.0491 0.0161
C -1.90984 1.53433 0.41404 -0.0859 -0.0441 -0.0083
C 3.65659 -1.64790 -1.49742 -0.1320 -0.0012 -0.0015
C -2.77902 -4.87877 -0.22809 0.0561 -0.0565 0.0088
C 0.41962 -0.98650 2.62965 -0.0594 0.0230 -0.0916
C 3.15863 4.52989 0.56579 0.0480 -0.0272 -0.0084
C -2.39846 -2.51110 -0.04852 0.0530 -0.3657 0.1062
C 2.00989 0.37776 2.06307 0.0658 0.0721 0.2942
C -3.34665 -0.52656 -5.10535 -0.0052 -0.0219 0.0009
H 2.78999 0.54603 5.33736 -0.0449 -0.0137 -0.0108
H -5.61250 1.25731 1.48279 0.0128 -0.0001 0.0142
H -2.61616 -1.65718 1.93021 -0.1143 0.0059 -0.0061
H 2.85056 5.54828 0.35097 -0.0432 -0.0112 -0.0203
H 1.38191 4.98376 -1.55398 0.0078 -0.0090 0.0429
H 0.15736 2.69819 -2.45090 -0.0122 0.0137 0.0433
H -4.40875 -1.64200 -2.08942 -0.0075 0.0309 0.0010
H -0.87996 1.63638 0.10638 0.0290 0.0461 0.0274
H 3.07075 4.35401 1.63416 -0.0462 -0.0096 0.0043
H -0.50107 -0.26047 -3.29613 0.0179 0.0699 -0.0389
H -1.34783 0.09254 -5.58407 -0.0072 0.0024 0.0044
H 4.06627 0.38036 4.12630 -0.0136 -0.0488 -0.0147
H 6.19527 0.04005 1.36558 -0.0207 -0.0514 0.0027
H -2.81758 -5.78505 -0.81730 -0.0037 0.0127 0.0077
H 0.94608 -0.96927 4.79002 0.0189 0.0259 -0.0148
H -0.41405 -1.65628 2.50900 0.0166 0.0296 0.0072
H 6.20503 1.29734 0.11263 -0.0180 0.0040 -0.0603
H -4.55657 -0.61216 0.30118 -0.0019 -0.0005 0.0238
H 3.24747 -2.38858 -2.16338 0.0087 0.0194 0.0043
H 5.86362 -1.84376 -1.57138 -0.0006 0.0271 0.0467
H -4.31095 3.28510 2.02935 0.0009 -0.0091 -0.0068
H -3.71768 -0.35921 -6.10774 0.0107 -0.0157 0.0002
H 3.09906 1.86754 4.20469 -0.0467 0.0094 -0.0002
H 7.04499 -0.23462 -0.15964 -0.0269 -0.0266 -0.0419
H -3.33797 -5.85856 1.59375 -0.0471 0.0212 -0.0179
H -5.23107 -1.25311 -4.36993 0.0137 -0.0003 -0.0292
H -1.94418 3.46322 1.34173 -0.0153 0.0071 -0.0161
H -2.19802 -3.64429 -1.88169 -0.0474 -0.0195 -0.0038
H -3.27100 -3.80408 2.96003 0.0226 -0.0109 -0.0055
H 4.19411 4.40187 0.25888 -0.0037 -0.0152 -0.0429
```
Positions in Å, forces in eV/Å.

2S+1 = 1
F_max = 0.02466 hartree/bohr
Charge = +3
Gap between HOMO and LUMO = 7.22 eV